Entry 1:
Formula: C24H29N4PPtSe2Si
Source: OMol25
Level of theory: ωB97M-V with the def2-TZVPD basis set

Each line ends with the Löwdin charge.
Cartesian coordinates (Å):
Pt 0.130 -0.263 -0.053  0.7699
Se -0.212 -0.343 2.362  0.2862
P -2.219 0.458 2.828  0.1332
Se -2.351 2.581 3.018  0.2529
C -2.631 -0.361 4.406  -0.4330
C -2.449 0.309 5.610  -0.1080
C -2.708 -0.342 6.811  -0.0780
C -3.152 -1.656 6.808  -0.0864
C -3.349 -2.323 5.603  -0.0794
C -3.080 -1.682 4.404  -0.0941
C -3.558 -0.137 1.732  -0.4061
C -4.852 0.098 2.207  -0.1078
C -5.950 -0.277 1.450  -0.0736
C -5.765 -0.868 0.203  -0.0859
C -4.484 -1.096 -0.272  -0.0790
C -3.379 -0.738 0.496  -0.1068
H -2.106 1.336 5.599  0.0628
H -2.564 0.177 7.750  0.1037
H -3.343 -2.167 7.743  0.1014
H -3.714 -3.343 5.600  0.1031
H -3.214 -2.204 3.464  0.1092
H -4.993 0.589 3.162  0.1050
H -6.950 -0.103 1.828  0.1046
H -6.623 -1.142 -0.400  0.1024
H -4.337 -1.552 -1.244  0.1036
H -2.384 -0.928 0.125  0.0365
C 0.126 -3.829 1.103  -0.0408
C 0.824 -3.485 -0.177  -0.3185
C 1.513 -4.409 -0.934  -0.0445
C 2.146 -3.987 -2.112  -0.0587
C 2.136 -2.664 -2.481  -0.0262
C 1.461 -1.753 -1.648  -0.4651
N 0.786 -2.204 -0.567  -0.0217
N 1.366 -0.421 -1.737  -0.1725
Si 2.570 0.710 -2.284  0.3888
C 2.282 1.238 -4.056  -0.1724
C 4.291 -0.010 -2.139  -0.1722
C 2.473 2.215 -1.169  -0.1687
H 0.284 -4.873 1.368  0.0787
H -0.946 -3.643 1.007  0.0831
H 0.495 -3.189 1.904  0.0369
H 1.566 -5.438 -0.612  0.1055
H 2.660 -4.714 -2.730  0.1095
H 2.610 -2.310 -3.387  0.1047
H 2.248 0.383 -4.739  0.0277
H 3.097 1.895 -4.381  0.0342
H 1.344 1.791 -4.160  0.0144
H 4.436 -0.877 -2.790  0.0190
H 4.489 -0.332 -1.112  0.0396
H 5.039 0.740 -2.411  0.0342
H 1.976 3.055 -1.660  0.0198
H 3.476 2.546 -0.881  0.0349
H 1.927 1.985 -0.253  0.0053
N -0.782 2.654 0.029  -0.0058
C -0.728 3.728 -0.758  -0.0791
C -0.704 3.279 -2.068  -0.0634
C -0.755 1.891 -1.970  -0.1656
N -0.820 1.519 -0.687  -0.1408
H -0.911 2.627 1.049  -0.0006
H -0.708 4.723 -0.342  0.1299
H -0.652 3.875 -2.964  0.1039
H -0.773 1.148 -2.750  0.1100

## Properties
E_HOMO in eV: -7.48
Frontier orbital gap in eV: 7.4
Energy above the lowest of the compared OMol25 structures with the same formula, charge and spin in eV: 0.7751
F_max in Eh/bohr: 0.02892



Entry 2:
Formula: C5H16N2O2
Source: OMol25
Level of theory: ωB97M-V with the def2-TZVPD basis set

Each line ends with the Löwdin charge.
Cartesian coordinates (Å):
C -0.702 1.968 -0.968  -0.0954
N -0.479 0.605 -0.475  -0.2174
C 0.962 0.369 -0.279  -0.2017
C 1.356 0.604 1.198  -0.2475
N 2.552 -0.179 1.576  -0.0214
C -1.153 -0.382 -1.354  -0.1770
C -2.266 -1.071 -0.570  -0.2475
O -3.211 -0.129 -0.104  -0.0683
H -0.275 2.658 -0.242  0.0834
H -1.773 2.135 -1.070  0.0824
H -0.264 2.152 -1.958  0.0876
H 1.249 -0.648 -0.527  0.0995
H 1.553 1.030 -0.923  0.1148
H 0.549 0.279 1.849  0.1088
H 1.508 1.681 1.340  0.1018
H 2.813 0.005 2.536  0.0761
H 3.350 0.130 1.030  0.0784
H -0.448 -1.114 -1.753  0.1168
H -1.583 0.109 -2.230  0.1172
H -2.830 -1.735 -1.229  0.1192
H -1.869 -1.650 0.267  0.1077
H -2.733 0.515 0.423  0.0679
O 1.299 -2.831 1.106  -0.0750
H 0.470 -2.363 0.999  0.0004
H 1.927 -2.138 1.357  -0.0110

## Properties
E_HOMO in eV: -9.05
SMILES: CN(CCN)CCO.O
Frontier orbital gap in eV: 9.8
Energy above the lowest of the compared OMol25 structures with the same formula, charge and spin in eV: 1.3473
F_max in Eh/bohr: 0.01948



Entry 3:
Formula: C5H5ClO2
Source: OMol25
Level of theory: ωB97M-V with the def2-TZVPD basis set

Each line ends with the Löwdin charge.
Cartesian coordinates (Å):
C 0.389 -0.845 0.132  -0.6843
C 0.911 0.458 0.781  -0.1726
C 1.308 1.246 -0.470  -0.2029
C -0.920 -1.085 -0.329  -0.0861
C -1.958 -0.156 -0.002  -0.2657
H 1.764 0.224 1.285  0.0673
H 0.279 0.948 1.515  0.1202
H 1.645 0.379 -1.446  0.1770
H -1.141 -2.162 -0.649  0.1422
H -1.773 0.827 0.604  0.1521
O 1.008 2.475 -0.646  -0.0048
O -3.107 -0.380 -0.419  0.0120
Cl 1.595 -1.930 -0.356  0.7457

## Properties
E_HOMO in eV: -10.00
Frontier orbital gap in eV: 9.2
Energy above the lowest of the compared OMol25 structures with the same formula, charge and spin in eV: 2.6969
F_max in Eh/bohr: 0.11836



Entry 4:
Formula: H16O8
Source: OMol25
Level of theory: ωB97M-V with the def2-TZVPD basis set

Each line ends with the Löwdin charge.
Cartesian coordinates (Å):
O 4.156 6.883 7.484  -0.0639
H 4.041 6.210 8.173  0.0226
H 4.380 7.725 7.846  0.0148
O 4.500 4.340 8.459  -0.0310
H 4.527 3.834 7.647  0.0530
H 5.344 4.142 8.858  0.0533
O 8.927 6.810 6.108  -0.0395
H 9.181 6.814 7.021  0.0436
H 8.946 7.749 5.857  0.0556
O 6.883 7.803 4.254  -0.0588
H 6.961 6.897 3.970  0.0244
H 6.692 8.289 3.414  0.0866
O 5.961 8.851 6.701  -0.0541
H 5.404 9.634 6.613  0.0518
H 5.750 8.360 5.916  -0.0087
O 6.279 5.507 6.010  -0.0750
H 5.657 6.014 6.556  0.0260
H 7.048 6.085 5.903  0.0171
O 7.949 3.501 6.621  -0.0880
H 7.801 3.083 5.755  0.0429
H 7.368 4.275 6.681  -0.0302
O 4.987 5.260 3.552  -0.0748
H 5.108 5.354 4.505  -0.0148
H 4.020 5.348 3.455  0.0470

## Properties
E_HOMO in eV: -10.67
SMILES: O.O.O.O.O.O.O.O
Frontier orbital gap in eV: 11.1
Energy above the lowest of the compared OMol25 structures with the same formula, charge and spin in eV: 1.6273
F_max in Eh/bohr: 0.03345



Entry 5:
Formula: C4H5NO
Source: OMol25
Level of theory: ωB97M-V with the def2-TZVPD basis set

Each line ends with the Löwdin charge.
Cartesian coordinates (Å):
H -3.182 -0.611 -0.139  0.0523
N -2.166 -0.603 -0.178  0.1070
C -1.714 0.523 0.182  -0.3189
O -0.402 0.798 0.229  -0.0602
C 0.425 -0.299 -0.167  -0.2214
C 1.838 0.034 0.009  -0.0941
C 3.026 0.182 0.122  0.1190
H -2.287 1.401 0.495  0.1339
H 0.213 -0.549 -1.211  0.1289
H 0.166 -1.177 0.433  0.1248
H 4.083 0.303 0.225  0.0286

## Properties
E_HOMO in eV: -10.20
SMILES: [H]/N=C/OCC#C
Frontier orbital gap in eV: 11.2
Energy above the lowest of the compared OMol25 structures with the same formula, charge and spin in eV: 2.4454
F_max in Eh/bohr: 0.00975



Entry 6:
Formula: F2FeH48O24
Source: OMol25
Level of theory: ωB97M-V with the def2-TZVPD basis set

Each line ends with the Löwdin charge.
Cartesian coordinates (Å):
Fe -1.637 0.122 -2.095  0.8085
F -0.569 0.152 -0.235  -0.4351
F -0.275 0.931 -3.561  -0.4842
O -3.160 -0.074 -3.581  -0.0212
H -3.596 -0.709 -4.149  0.0908
H -3.787 0.645 -3.499  0.0696
O 1.394 0.469 1.507  -0.0372
H 1.794 -0.300 1.913  -0.0092
H 0.685 0.117 0.970  -0.0225
O -1.983 1.038 2.379  -0.0277
H -1.623 0.937 1.497  -0.0020
H -2.724 1.633 2.269  0.0181
O 2.770 2.916 2.564  -0.0595
H 3.181 2.835 3.424  0.0262
H 2.237 2.125 2.477  -0.0221
O 0.233 4.533 -3.083  -0.0466
H -0.038 3.640 -2.871  0.0185
H 0.424 4.510 -4.021  0.0532
O -0.173 -2.241 3.442  -0.0357
H 0.728 -1.918 3.456  -0.0002
H -0.279 -2.617 2.568  0.0072
O 4.124 -0.811 1.038  -0.0621
H 4.454 -0.069 0.531  0.0003
H 3.721 -1.386 0.388  -0.0275
O 2.429 -1.218 3.356  -0.0439
H 3.171 -1.257 2.752  0.0236
H 2.710 -1.731 4.114  0.0755
O 1.592 1.620 -1.434  -0.0559
H 1.142 1.318 -0.645  0.0060
H 1.191 1.118 -2.145  0.0235
O -0.468 -2.689 0.477  -0.0257
H -0.363 -1.757 0.286  0.0330
H -0.971 -3.030 -0.263  0.0188
O 1.558 -4.092 1.007  -0.0516
H 1.287 -4.889 1.463  0.0581
H 0.738 -3.679 0.737  -0.0401
O 2.788 3.975 -2.375  -0.0725
H 2.461 3.104 -2.149  -0.0308
H 2.006 4.470 -2.619  -0.0224
O -0.723 -1.758 -2.395  -0.0546
H 0.083 -1.975 -2.863  0.0699
H -1.137 -2.604 -2.225  0.0052
O -2.598 1.966 -1.595  -0.0356
H -3.109 2.493 -2.208  0.0821
H -2.663 2.435 -0.763  0.0237
O 2.968 -2.521 -0.589  -0.0344
H 2.695 -3.263 -0.050  0.0002
H 2.621 -2.716 -1.460  0.0521
O -1.761 -0.468 4.847  -0.0751
H -1.788 0.337 4.328  -0.0238
H -1.218 -1.066 4.334  -0.0331
O -3.415 3.294 0.817  -0.0200
H -2.991 4.035 1.250  0.0733
H -4.326 3.566 0.712  0.0659
O 0.000 3.771 -0.060  -0.0217
H 0.781 3.228 0.050  0.0222
H -0.712 3.243 0.301  -0.0012
O 0.488 -1.232 -5.182  -0.0712
H 1.086 -1.052 -5.908  0.0345
H 0.371 -0.385 -4.752  -0.0245
O 4.273 1.539 -0.382  -0.0408
H 3.378 1.661 -0.699  -0.0040
H 4.631 2.425 -0.326  0.0556
O -3.719 -3.073 1.234  -0.0274
H -4.319 -3.493 0.618  0.0327
H -3.191 -3.791 1.583  0.0442
O 0.625 1.507 4.811  -0.0454
H 0.236 0.891 4.189  -0.0076
H 0.082 2.292 4.743  0.0344
O -1.235 -4.339 -1.948  -0.0134
H -1.919 -4.976 -1.742  0.0744
H -0.902 -4.613 -2.803  0.0788
O -3.068 -0.787 -0.824  -0.0449
H -3.868 -1.281 -1.003  0.0792
H -2.832 -1.028 0.071  0.0549

## Properties
E_HOMO (spin up / spin down) in eV: -9.38 / -9.32
Frontier orbital gap (spin up / spin down) in eV: 7.9 / 7.9
Spin multiplicity: 5
F_max in Eh/bohr: 0.04864